{
  "formula": "C18H25NO3",
  "method": "ωB97M-V/def2-TZVPD",
  "symbols": ["C", "H", "O", "H", "H", "H", "C", "C", "C", "C", "H", "H", "H", "C", "H", "C", "H", "H", "H", "H", "H", "C", "C", "H", "H", "C", "C", "H", "H", "C", "C", "H", "C", "H", "H", "N", "H", "H", "H", "H", "C", "C", "O", "C", "H", "O", "C"],
  "xyz": [[2.491935, 0.265234, 0.807988], [-3.379438, 0.060583, 2.071493], [-1.029554, -0.597714, 1.428590], [-5.471868, -2.030408, -2.602243], [6.893952, -0.666130, -1.962039], [-4.708250, 2.425062, -1.234168], [0.954539, -1.651325, 2.059446], [1.112172, 0.364508, 0.766211], [-4.023169, 1.605097, -1.003837], [-5.800974, -0.093213, -1.703977], [3.081205, 1.021901, 0.309134], [-6.496509, 0.741318, -1.820131], [-5.137616, 1.113264, 0.769694], [4.626010, -0.878334, 1.501966], [4.916535, -1.712853, 2.142772], [5.866128, 0.979093, 0.580517], [-6.062184, -0.807963, -3.727596], [5.361493, 0.093113, -2.429518], [4.644669, 1.153406, 2.343925], [6.696557, 1.104265, -1.807281], [2.795293, -2.566965, 2.607710], [2.328740, -1.739888, 2.093639], [3.118240, -0.777339, 1.475374], [-1.452354, 1.414644, 1.193898], [-4.248430, 0.720138, -2.936597], [-1.735489, 0.439111, 0.773441], [5.090989, -1.143970, 0.075721], [-3.016563, 1.946370, -1.254797], [0.336996, -2.392673, 2.540876], [0.325939, -0.595213, 1.396310], [6.197384, 0.139840, -1.730860], [6.153257, 0.272270, 2.563849], [-6.147135, -1.184207, -2.710257], [-7.164868, -1.536548, -2.559039], [0.664620, 1.191237, 0.237695], [5.717649, -0.002023, -0.376643], [-3.500969, -0.746985, 0.514511], [-3.820665, 2.249659, 1.027124], [-3.672561, -0.405296, -1.715053], [-5.921524, -0.490385, -0.694868], [-4.372672, 0.412306, -1.895002], [5.317495, 0.432190, 1.880268], [4.930374, -2.136849, -0.580852], [-4.103672, 1.334244, 0.500927], [-1.497159, 0.433060, -0.297840], [6.364631, 2.055292, 0.380990], [-3.223178, 0.189075, 0.998529]],
  "forces_ev_per_angstrom": [[0.1, -0.2, 0.2], [0.0, -0.1, 0.0], [0.0, -0.2, 0.1], [0.1, -0.1, 0.0], [0.0, 0.0, 0.0], [0.1, 0.1, -0.1], [-0.2, 0.1, -0.1], [-0.3, 0.1, -0.1], [0.0, -0.1, 0.0], [0.2, -0.1, -0.2], [0.0, 0.1, -0.1], [0.0, 0.1, 0.1], [0.0, 0.1, 0.1], [-0.2, -0.1, 0.1], [0.0, 0.0, -0.1], [0.0, 0.0, 0.3], [0.0, 0.0, -0.1], [0.1, 0.0, 0.0], [0.1, 0.0, -0.1], [0.0, -0.1, 0.0], [0.1, -0.1, 0.1], [0.0, 0.1, -0.1], [0.0, 0.0, 0.0], [0.0, -0.1, -0.1], [0.1, -0.1, 0.0], [-0.3, 0.1, -0.1], [0.1, 0.0, 0.3], [0.0, 0.1, 0.0], [-0.1, -0.1, 0.1], [0.3, -0.1, 0.1], [0.1, 0.0, -0.2], [0.0, 0.0, 0.0], [-0.1, 0.1, 0.2], [-0.1, -0.1, -0.1], [-0.1, 0.1, 0.0], [0.1, 0.0, -0.3], [0.0, -0.1, 0.0], [-0.1, 0.0, 0.1], [0.1, -0.1, -0.1], [-0.1, 0.1, 0.1], [-0.2, 0.3, 0.2], [0.0, 0.0, 0.2], [0.0, -0.1, -0.1], [0.1, -0.1, -0.1], [0.0, 0.0, 0.1], [0.1, 0.2, 0.0], [0.2, 0.2, 0.0]],
  "energy_ha": -981.411515,
  "homo_lumo_gap_ha": 0.34166,
  "fmax_ev_per_a": 0.37,
  "lumo_energy_ev": 0.747,
  "smiles": "CCCCCCCOc1ccc([C@@H]2CC(=O)N(C)C2=O)cc1",
  "homo_energy_ev": -8.549,
  "multiplicity": 1
}

=====

{
  "formula": "C15H15N3O2S",
  "method": "ωB97M-V/def2-TZVPD",
  "symbols": ["H", "O", "C", "C", "H", "O", "S", "N", "H", "H", "H", "C", "N", "H", "H", "H", "C", "H", "H", "C", "H", "C", "H", "C", "N", "C", "C", "C", "C", "C", "C", "H", "H", "C", "C", "H"],
  "xyz": [[-1.228940, 3.503483, 1.119270], [1.019212, 4.210366, 1.865615], [1.826420, 2.560309, 0.344630], [-0.450151, -2.331860, 2.216947], [0.602169, -3.883450, 3.223213], [-1.531698, -0.796745, 0.588115], [-2.434545, 1.713730, -0.554439], [0.160051, 1.343226, -0.847333], [3.325504, -1.396045, -2.786050], [1.341786, -1.025743, -1.328772], [2.399984, -0.840969, 0.074250], [2.327230, -0.692332, -1.006221], [-0.475407, 2.995872, 0.669814], [3.273372, -2.570344, -1.470149], [-1.733436, 0.398483, -2.448162], [2.298572, 0.946051, -2.392184], [-0.485265, -2.596442, -0.213640], [0.514580, -4.306918, -1.042801], [2.860191, 2.764602, 0.569522], [-0.825194, -1.897067, 0.960954], [-3.300323, -0.113716, -1.764354], [-1.574535, -0.867549, -0.763803], [4.391487, -1.207180, -1.392031], [-2.278392, 0.189575, -1.528642], [-0.990714, -1.889584, -1.284525], [-0.740129, 2.027836, -0.230299], [0.626037, -4.205166, 1.108792], [0.251469, -3.770090, -0.146584], [1.467978, 1.615369, -0.565483], [0.284019, -3.503018, 2.264590], [2.467609, 0.800111, -1.322862], [1.201533, -5.113690, 1.203710], [-0.716081, -1.784081, 3.106370], [3.397282, -1.516708, -1.707688], [0.840130, 3.340817, 1.043218], [3.473946, 1.142271, -1.077594]],
  "forces_ev_per_angstrom": [[0.2, -0.1, 0.0], [0.1, 0.2, 0.2], [0.1, -0.2, -0.1], [-0.2, 0.4, 0.0], [0.0, 0.0, 0.1], [-0.2, 0.2, 0.2], [-0.4, 0.1, -0.1], [-0.3, -0.2, -0.2], [0.0, 0.0, -0.1], [0.0, 0.0, 0.1], [-0.1, 0.0, 0.0], [0.1, 0.1, -0.1], [-0.1, 0.1, 0.0], [0.1, -0.1, 0.0], [0.0, -0.1, 0.1], [0.0, 0.1, 0.0], [-0.2, 0.3, 1.0], [0.0, -0.1, -0.1], [0.1, 0.0, 0.0], [0.6, -1.0, -0.6], [0.0, 0.1, 0.0], [0.3, -0.8, -0.4], [0.1, 0.0, 0.0], [0.1, 0.6, 0.3], [-0.3, 0.4, -0.5], [0.0, -0.2, -0.3], [0.1, -0.1, 0.0], [-0.1, 0.2, -0.1], [0.4, 0.5, 0.3], [0.0, 0.0, 0.1], [-0.1, -0.2, 0.2], [0.0, -0.1, 0.0], [0.0, 0.0, 0.1], [-0.2, 0.1, 0.2], [-0.1, -0.1, -0.1], [0.0, 0.0, -0.1]],
  "energy_ha": -1293.578053,
  "homo_lumo_gap_ha": 0.34498,
  "fmax_ev_per_a": 1.28,
  "lumo_energy_ev": 0.499,
  "smiles": "CCCc1cc(=O)[nH]c(SCc2nc3ccccc3o2)n1",
  "homo_energy_ev": -8.888,
  "multiplicity": 1
}